# 1
ORCA calculation (ωB97M-V/def2-TZVPD) on a structure of composition C5H9AlClFNO3S in a non-equilibrium geometry.

```
22
Properties=species:S:1:pos:R:3:forces:R:3
C 2.688 -0.008 0.552 1.2 1.1 -1.1
C 1.597 -0.083 -0.704 -1.0 -1.7 2.0
Cl 2.258 1.148 -1.979 0.5 -0.3 0.8
C 0.104 0.481 -0.294 1.2 2.0 -0.7
N -0.637 -0.362 0.717 -0.5 -0.5 -2.4
C -2.093 0.023 0.859 -2.2 -0.8 0.2
C -2.383 1.633 0.959 -7.7 2.5 1.4
O -3.668 2.025 1.168 9.4 -3.0 -1.6
S -0.703 -2.069 0.210 0.2 -7.4 0.9
O -1.984 -2.798 0.704 4.6 4.0 -2.0
O 0.581 -2.860 0.608 -4.6 4.3 -1.8
F -0.747 -2.100 -1.539 0.1 0.9 4.0
H 3.745 0.167 0.033 -2.1 -0.6 1.3
H 2.488 0.943 1.204 0.2 -2.0 -1.1
H 2.771 -1.011 1.151 -0.6 1.8 -1.2
H 1.598 -1.116 -1.253 0.0 2.1 0.9
H 0.292 1.559 0.183 -0.3 -2.5 -0.8
H -0.549 0.696 -1.270 1.1 -0.9 1.8
H -2.713 -0.403 -0.057 0.9 1.1 1.8
H -2.597 -0.462 1.826 1.1 1.1 -1.6
H -1.582 2.491 0.829 -1.3 -1.4 0.3
Al 1.532 2.105 -3.909 -0.2 0.3 -0.9
```
Forces are in eV/Å.

- Kohn-Sham gap: 2.33 eV
- Net charge: +3

# 2
ORCA calculation (ωB97M-V/def2-TZVPD) on the ion C6H9N2O with charge +1 in a non-equilibrium geometry.

```
18
Properties=species:S:1:pos:R:3:forces:R:3
C -0.114 -1.451 -0.242 4.0 1.8 -0.2
C -1.292 -0.648 -0.167 -1.7 4.0 -0.1
C -0.835 0.857 -0.284 0.0 -2.9 0.8
C 2.296 -0.856 -0.105 3.2 -2.4 0.9
C -2.734 -0.921 0.124 2.2 1.4 1.6
C 1.359 1.891 0.186 2.0 2.2 -1.0
N 0.540 0.880 -0.314 0.7 -4.6 -0.5
N 1.062 -0.554 -0.316 -6.8 0.8 0.8
O -1.468 1.855 -0.179 -1.2 0.8 -0.1
H -0.021 -2.537 -0.257 0.4 0.4 -0.1
H 3.129 -0.167 0.052 -0.7 0.0 -0.3
H 2.504 -1.937 0.096 -0.2 1.1 -0.4
H -2.964 -1.173 1.163 0.6 0.1 0.5
H -3.026 -1.771 -0.326 -1.2 -3.0 -2.1
H -3.390 -0.112 -0.081 -0.2 1.0 -0.6
H 2.399 1.643 -0.022 0.0 -0.3 0.6
H 1.324 2.720 -0.534 -0.6 0.2 0.4
H 1.231 2.281 1.204 -0.3 -0.6 -0.2
```
Forces are in eV/Å.

- Kohn-Sham gap (alpha / beta): 7.12 / 6.38 eV
- Net charge: +1
- <S²>: 2.038
- Spin multiplicity: 3
- Energy relative to the best compared isomer or geometry (same formula, charge and spin): 31.1 kcal per mole